(1)
C5H12OSi | ωB97M-V/def2-TZVPD

multiplicity: 1
ΔE to the lowest compared entry with this formula, charge and spin: 2.366 eV
maximum force: 4.6 eV/Å
SMILES: C=C(C)[Si@@H](C)OC
gap between HOMO and LUMO: 10.248 eV
charge: 0
total energy: -562.37262 a.u.

Last column: Mulliken charge in e.
Element x y z (Å)
C 1.5386 -1.9221 -0.5103  -0.867
C 0.5021 -1.2624 -0.9865  0.497
C 0.3286 -0.9805 -2.4164  -0.962
C -1.4168 2.2169 0.1005  -0.687
C 0.4558 0.1362 2.2521  -1.084
O -0.8899 0.9992 -0.2989  -0.141
Si -0.5638 -0.3028 0.6581  0.363
H 1.7218 -1.9069 0.5499  0.152
H 2.3300 -2.6007 -0.9201  0.262
H -0.7168 -1.0614 -2.8319  0.275
H 0.8366 -1.7894 -3.0820  0.326
H 0.6936 0.0126 -2.6404  0.227
H -2.3113 2.0721 0.9190  0.228
H -1.8710 2.6175 -0.8506  0.243
H -0.8864 2.9194 0.7111  0.322
H 1.4103 0.7423 2.3562  0.350
H -0.3019 0.5555 3.0354  0.283
H 0.8027 -0.8342 2.6660  0.342
H -1.6983 -0.9382 1.4183  -0.130

(2)
C4H4S3 | ωB97M-V/def2-TZVPD

multiplicity: 1
ΔE to the lowest compared entry with this formula, charge and spin: 4.559 eV
maximum force: 6.5 eV/Å
gap between HOMO and LUMO: 6.846 eV
charge: 0
total energy: -1349.18644 a.u.

Last column: Mulliken charge in e.
Element x y z (Å)
C -0.7996 1.3867 1.6181  -0.355
C -0.4837 1.2529 0.2734  -0.174
C 1.2918 -0.8696 -0.9622  0.248
C 0.1844 -1.8818 -1.0114  -0.161
H -0.2202 0.9711 2.6008  0.243
H -1.8440 2.0363 1.7227  0.169
H -1.5292 1.9419 -0.3275  0.199
H 0.8612 -3.0017 -1.0429  0.236
S 1.0482 0.7785 -0.2657  -0.087
S 2.9135 -1.0593 -1.2917  -0.188
S -1.4224 -1.5551 -1.3135  -0.131

(3)
C40H42CeNOP2 | ωB97M-V/def2-TZVPD

multiplicity: 2
ΔE to the lowest compared entry with this formula, charge and spin: 0.653 eV
⟨S²⟩: 0.752
maximum force: 3.6 eV/Å
gap between HOMO and LUMO (spin up / spin down): 5.450 / 5.491 eV
charge: +2
total energy: -2836.48525 a.u.

Last column: Mulliken charge in e.
Element x y z (Å)
Ce 1.3388 -1.1024 1.4539  1.127
C -3.0241 0.0498 5.1460  -0.403
C -3.2999 0.1856 3.8444  -0.428
C -3.7250 1.4262 3.1304  -1.179
C -2.5772 2.1540 2.3751  -0.306
C -1.4118 2.6156 3.1943  -0.790
C -1.2344 2.3462 4.4922  -0.344
C -2.3926 2.5124 5.4544  -0.871
C -2.8694 1.2014 6.0938  -0.710
C 3.0070 0.3241 1.9426  -1.150
H -3.0799 -0.9364 5.6384  0.676
H -3.4049 -0.7201 3.2450  0.635
H -4.2869 2.1485 3.7412  0.385
H -4.4130 1.0807 2.3396  0.414
H -2.2301 1.4842 1.5671  0.071
H -3.0031 3.0282 1.8556  0.409
H -0.6057 3.1284 2.6629  0.582
H -0.2562 2.2934 4.9702  0.488
H -3.2651 3.0189 5.0116  0.280
H -2.0583 3.1756 6.2753  0.475
H -2.1808 0.9763 6.9259  0.284
H -3.8672 1.3461 6.5551  0.341
H 3.1147 0.1849 3.0440  0.259
H 2.9803 1.4046 1.6547  0.365
H 3.8047 -0.2632 1.3935  0.390
P 0.1585 -1.9785 -2.7943  0.167
P 1.9161 0.4495 -3.3222  0.217
C -0.6443 -0.4518 -3.3571  -0.761
C 0.1588 0.5609 -3.7853  -0.955
C -0.5080 -3.0818 -4.1516  0.477
C -1.5695 -2.7244 -5.0010  0.018
C -2.0346 -3.6107 -5.9821  -0.672
C -1.4148 -4.8522 -6.1611  -0.453
C -0.3130 -5.1938 -5.3618  -0.625
C 0.1419 -4.3130 -4.3765  -0.521
C -0.9039 -2.3195 -1.3396  0.182
C -0.6442 -1.4830 -0.2108  -0.365
C -1.3897 -1.6517 0.9805  0.270
C -2.4589 -2.5823 0.9865  -0.900
C -2.7978 -3.2571 -0.1827  -0.944
C -2.0154 -3.1437 -1.3454  -0.330
C 2.5722 0.9499 -5.0001  0.401
C 2.2816 0.1208 -6.1028  -0.399
C 2.6362 0.5187 -7.3954  -0.635
C 3.2792 1.7456 -7.6136  -0.506
C 3.5687 2.5654 -6.5157  -0.615
C 3.2301 2.1673 -5.2164  -0.335
C 2.0797 2.0079 -2.3704  0.514
C 3.2509 2.1673 -1.6093  -0.542
C 3.4470 3.3485 -0.9014  -0.741
C 2.4726 4.3550 -0.9121  -0.525
C 1.2990 4.1755 -1.6498  -0.764
C 1.0900 2.9954 -2.3647  0.067
H -1.7403 -0.3880 -3.3311  0.883
H -0.1834 1.4161 -4.3928  0.895
H -2.0480 -1.7494 -4.9194  0.345
H -2.8806 -3.3234 -6.6115  0.396
H -1.7804 -5.5469 -6.9214  0.393
H 0.1924 -6.1501 -5.5150  0.384
H 1.0110 -4.5763 -3.7722  0.357
H 0.0609 -0.6151 -0.4208  0.204
H -1.2532 -0.9939 1.8733  0.559
H -3.0293 -2.7384 1.9104  0.466
H -3.6887 -3.8811 -0.2139  0.428
H -2.3038 -3.6570 -2.2644  0.439
H 1.7472 -0.8193 -5.9554  0.373
H 2.4027 -0.1203 -8.2472  0.393
H 3.5398 2.0652 -8.6300  0.370
H 4.0501 3.5311 -6.6715  0.393
H 3.4518 2.8324 -4.3813  0.309
H 3.9795 1.3557 -1.5620  0.450
H 4.3587 3.4796 -0.3255  0.483
H 2.6300 5.2770 -0.3516  0.423
H 0.5327 4.9481 -1.6651  0.442
H 0.1455 2.8407 -2.8864  0.361
O 1.2829 -1.4260 3.5306  -0.483
N 1.2499 -1.4797 4.9472  0.521
C 0.0305 -1.7298 5.4988  -0.162
C -0.1774 -1.3313 6.8136  -0.681
C 0.8784 -0.7777 7.5469  -0.162
C 2.1437 -0.6615 6.9604  -0.768
C 2.3434 -1.0935 5.6615  -0.069
H -0.7603 -2.1088 4.8553  0.480
H -1.1599 -1.3798 7.2682  0.518
H 0.7279 -0.4213 8.5682  0.438
H 2.9857 -0.2367 7.5157  0.417
H 3.3126 -1.0877 5.1377  0.481